[1]
The following is a DFT calculation (the ωB97M-V functional and the def2-TZVPD basis) of a structure of composition C40H48AsN7O2TeTi.

**Orbital gap (spin up / spin down)**: 5.89 / 7.19 eV
**Relative energy (zero: lowest compared OMol25 entry of this formula, charge and spin)**: 0.995 eV
**2S+1**: 3
**E**: -5439.6432 hartree
**Charge**: +2

Last column: Löwdin spin population.
Positions of all 100 atoms, in Å:
Ti -1.00 0.21 -0.12  1.195
C -4.18 -1.61 2.39  0.002
O -4.64 -1.21 1.08  0.021
C -3.61 -0.73 0.42  0.049
N -2.44 -0.75 1.02  0.043
C -2.68 -1.24 2.42  0.009
C -1.71 -2.32 2.84  0.002
C -1.94 -3.67 2.65  0.000
C -0.97 -4.61 3.00  0.001
C 0.23 -4.19 3.54  0.000
C 0.46 -2.84 3.76  0.001
C -0.50 -1.91 3.41  0.001
C -3.75 -0.04 -0.83  0.125
C -4.89 0.17 -1.58  -0.020
C -4.83 1.05 -2.66  0.137
C -3.65 1.73 -2.95  -0.021
C -2.52 1.45 -2.19  0.125
N -2.56 0.54 -1.17  0.115
C -1.22 2.04 -2.27  0.054
N -0.25 1.59 -1.50  0.039
C 0.96 2.38 -1.87  0.006
C 0.37 3.53 -2.71  0.002
O -0.95 3.07 -3.05  0.024
C 1.97 1.58 -2.67  0.001
C 3.26 1.37 -2.21  0.001
C 4.17 0.66 -2.97  0.000
C 3.80 0.14 -4.20  0.001
C 2.52 0.36 -4.69  0.000
C 1.61 1.08 -3.93  0.001
H -4.76 -1.07 3.13  0.000
H -4.36 -2.68 2.51  0.001
H -2.53 -0.38 3.08  0.001
H -2.87 -4.03 2.22  0.000
H -1.17 -5.66 2.84  0.000
H 0.98 -4.93 3.82  0.000
H 1.39 -2.52 4.22  0.000
H -0.34 -0.86 3.61  0.000
H -5.81 -0.33 -1.30  -0.003
H -5.72 1.24 -3.25  0.007
H -3.59 2.46 -3.74  -0.003
H 1.44 2.76 -0.97  0.000
H 0.27 4.46 -2.14  0.001
H 0.92 3.72 -3.62  0.000
H 3.56 1.77 -1.25  0.000
H 5.18 0.51 -2.61  0.000
H 4.51 -0.42 -4.80  0.000
H 2.23 -0.01 -5.66  0.000
H 0.61 1.27 -4.32  0.000
C -3.68 2.50 1.40  0.000
As -1.73 2.27 1.32  0.008
C -1.34 2.48 3.24  0.004
C -1.32 4.08 0.68  -0.001
H -3.91 3.40 1.98  0.000
H -4.15 1.64 1.87  0.000
H -4.08 2.62 0.39  0.000
H -2.24 2.27 3.81  0.000
H -1.03 3.50 3.44  0.000
H -0.55 1.80 3.55  0.000
H -1.79 4.81 1.34  0.000
H -1.71 4.21 -0.33  0.000
H -0.24 4.25 0.67  0.000
C -0.39 -2.84 -0.19  0.004
N -0.37 -1.64 -1.11  0.004
C 1.01 -1.64 -1.73  0.002
N 1.33 -2.86 -2.42  0.000
C 1.26 -3.98 -1.47  0.000
N -0.07 -4.07 -0.88  0.000
C -1.04 -4.29 -1.95  0.000
N -1.01 -3.18 -2.91  0.001
C -1.32 -1.95 -2.23  0.006
C 0.34 -3.09 -3.48  0.000
H -1.38 -2.94 0.23  0.000
H 0.33 -2.68 0.61  0.002
H 1.75 -1.48 -0.95  0.001
H 1.07 -0.81 -2.44  0.000
H 2.00 -3.83 -0.68  0.000
H 1.49 -4.91 -1.99  0.000
H -2.05 -4.36 -1.52  0.000
H -0.81 -5.22 -2.47  0.000
H -2.33 -2.03 -1.82  0.002
H -1.29 -1.13 -2.95  0.001
H 0.38 -2.27 -4.19  0.000
H 0.58 -4.02 -3.99  0.000
C 3.01 -0.02 2.67  0.018
Te 1.55 0.47 1.13  0.022
C 2.00 2.47 1.82  0.004
C 3.45 2.39 2.23  0.000
C 4.29 3.50 2.19  0.000
C 5.61 3.38 2.61  0.000
C 6.09 2.16 3.05  0.000
C 5.26 1.05 3.06  0.001
C 3.94 1.16 2.65  0.001
H 3.51 -0.95 2.42  0.000
H 2.50 -0.13 3.63  0.001
H 1.37 2.71 2.68  0.000
H 1.83 3.22 1.05  0.000
H 3.91 4.46 1.85  0.000
H 6.25 4.25 2.58  0.000
H 7.12 2.07 3.37  0.000
H 5.64 0.09 3.40  0.000

---

[2]
The following is a DFT calculation (the ωB97M-V functional and the def2-TZVPD basis) of a cluster of 2 separate species, F2H2O2Si in total.

**Orbital gap**: 10.80 eV
**Relative energy (zero: lowest compared OMol25 entry of this formula, charge and spin)**: 4.470 eV
**E**: -640.9917 hartree

Last column: Mulliken charge in e.
Positions of all 7 atoms, in Å:
O -1.78 0.03 0.13  -0.542
Si -0.85 -0.92 -0.62  0.838
O 0.71 -0.94 -0.43  -0.394
F -0.79 -1.93 -1.93  -0.293
H 0.97 -0.39 0.38  0.368
F 0.72 1.56 -0.85  -0.375
H 1.40 2.16 -1.37  0.398

---

[3]
The following is a DFT calculation (the ωB97M-V functional and the def2-TZVPD basis) of a structure of composition C30H35N7OS5SiZr.

**Orbital gap**: 6.33 eV
**Relative energy (zero: lowest compared OMol25 entry of this formula, charge and spin)**: 0.580 eV
**E**: -3950.4222 hartree

Last column: Mulliken charge in e.
Positions of all 80 atoms, in Å:
Zr -1.37 -0.78 -0.07  0.043
C -3.62 -2.28 3.39  -1.181
C -3.74 -1.07 4.16  -0.250
C -3.10 0.04 3.78  -1.468
C -2.14 0.01 2.62  1.784
N -2.49 -1.04 1.68  0.001
C -3.03 -2.20 2.18  -0.070
N -0.80 -0.18 3.22  -0.111
C 0.11 -0.85 2.65  -0.584
N 0.15 -1.45 1.35  0.155
C 1.40 -1.87 1.10  0.101
N 1.93 -2.32 0.00  -0.449
C 1.26 -2.48 -1.18  0.257
C 2.06 -2.99 -2.23  -0.322
C 1.54 -3.18 -3.49  -0.505
C 0.19 -2.88 -3.71  -1.109
C -0.55 -2.42 -2.66  0.217
N -0.05 -2.19 -1.41  0.061
C 2.24 -1.68 2.30  -0.094
C 3.56 -2.00 2.55  -0.087
C 4.08 -1.65 3.80  -0.628
C 3.28 -1.00 4.75  -0.667
C 1.95 -0.69 4.48  -0.165
C 1.46 -1.05 3.24  0.370
H -4.06 -3.21 3.71  0.408
H -4.38 -1.05 5.03  0.457
H -3.20 0.97 4.33  0.071
H -3.02 -3.06 1.51  0.335
H 3.08 -3.22 -1.99  0.609
H 2.16 -3.57 -4.28  0.415
H -0.29 -3.03 -4.67  0.515
H -1.60 -2.22 -2.77  0.055
H 4.17 -2.50 1.81  0.561
H 5.10 -1.88 4.04  0.413
H 3.71 -0.75 5.71  0.416
H 1.33 -0.19 5.21  0.545
O -6.16 0.11 -5.33  -0.572
C -5.36 -0.03 -4.45  0.593
S -4.13 1.18 -4.01  -0.126
C -3.40 0.27 -2.71  0.305
C -3.92 -0.94 -2.43  0.232
S -3.40 -2.03 -1.17  -0.482
S -5.28 -1.46 -3.40  -0.145
S -2.03 0.97 -1.87  -0.551
C -2.94 3.66 3.78  -1.276
Si -1.63 2.99 2.62  0.249
C 0.00 2.89 3.51  -0.909
C -1.49 4.14 1.14  -0.982
C -2.14 1.33 1.85  0.296
H -2.76 4.72 3.97  0.337
H -2.95 3.15 4.75  0.371
H -3.94 3.57 3.35  0.388
H 0.24 3.87 3.93  0.489
H 0.82 2.60 2.84  0.229
H -0.03 2.16 4.32  0.216
H -1.19 5.14 1.46  0.372
H -2.44 4.22 0.61  0.301
H -0.75 3.77 0.42  0.222
H -3.13 1.47 1.41  0.544
H -1.45 1.34 0.97  -0.625
C 4.79 -0.38 -3.02  -0.980
C 4.01 0.86 -2.61  -0.471
N 2.93 0.56 -1.67  0.071
C 1.61 0.76 -1.79  0.495
S 0.77 1.00 -0.29  -0.401
N 0.98 0.81 -2.95  0.597
C 1.41 0.39 -4.28  -0.323
C 1.54 1.55 -5.25  -1.422
H 5.60 -0.11 -3.71  0.392
H 4.15 -1.11 -3.52  0.158
H 5.23 -0.87 -2.15  0.337
H 3.60 1.38 -3.47  0.066
H 4.68 1.57 -2.12  0.450
H 3.21 0.42 -0.70  0.248
H -0.02 0.98 -2.85  -0.343
H 0.66 -0.31 -4.64  0.300
H 2.33 -0.19 -4.19  0.202
H 0.60 2.09 -5.31  0.337
H 1.78 1.19 -6.24  0.406
H 2.31 2.26 -4.94  0.305

---

[4]
The following is a DFT calculation (the ωB97M-V functional and the def2-TZVPD basis) of the molecule C3H6N2S3.

**Orbital gap**: 8.25 eV
**Relative energy (zero: lowest compared OMol25 entry of this formula, charge and spin)**: 2.031 eV
**E**: -1421.9239 hartree

Last column: Mulliken charge in e.
Positions of all 14 atoms, in Å:
N 1.59 -0.44 0.72  -0.549
C 1.25 0.78 -0.07  -0.711
C 0.86 0.41 -1.49  0.305
S 1.95 0.38 -2.70  -0.207
S -0.81 -0.02 -1.97  -0.116
C -1.87 -0.21 -0.52  -0.033
N -1.36 -0.48 0.62  -0.303
S -2.58 -0.67 1.85  -0.175
H 0.77 -1.06 0.66  0.297
H 2.42 -0.90 0.35  0.265
H 2.03 1.55 -0.02  0.366
H 0.41 1.26 0.41  0.322
H -2.94 -0.08 -0.75  0.378
H -1.75 -0.52 2.91  0.161

---

[5]
The following is a DFT calculation (the ωB97M-V functional and the def2-TZVPD basis) of a structure of composition C2H6N5.

**Orbital gap**: 9.78 eV
**Relative energy (zero: lowest compared OMol25 entry of this formula, charge and spin)**: 2.526 eV
**E**: -353.2525 hartree
**Charge**: +1

Last column: Mulliken charge in e.
Positions of all 13 atoms, in Å:
C 0.27 0.79 1.65  -0.077
C 0.57 -0.58 -0.13  0.367
N -0.77 1.12 0.99  -0.451
N -1.01 0.41 -0.06  0.385
N 1.05 -0.20 1.03  -0.088
N 0.86 -1.55 -0.94  -0.309
N -1.52 0.87 -1.18  -0.487
H 0.53 1.21 2.60  0.422
H 1.92 -0.49 1.45  0.230
H 1.54 -2.27 -0.72  0.243
H 0.38 -1.61 -1.83  0.250
H -1.45 1.87 -1.38  0.254
H -2.38 0.42 -1.49  0.260

---

[6]
The following is a DFT calculation (the ωB97M-V functional and the def2-TZVPD basis) of a structure of composition C18H29F3N2O7P3PdS.

**Orbital gap**: 8.69 eV
**Relative energy (zero: lowest compared OMol25 entry of this formula, charge and spin)**: 0.000 eV
**E**: -3189.3123 hartree
**Charge**: +1

Last column: Mulliken charge in e.
Positions of all 64 atoms, in Å:
Pd 0.16 -0.15 -0.26  1.086
N -3.91 0.55 -2.03  -0.204
C -2.54 0.15 -2.56  0.785
C -2.60 -0.19 -4.04  -1.948
P -1.48 1.65 -2.15  0.832
O -1.32 2.42 -3.54  -0.577
O -0.07 1.20 -1.78  -0.311
O -2.30 2.43 -1.20  -0.854
P -2.04 -1.28 -1.49  0.821
O -2.96 -2.48 -2.01  -0.576
O -0.57 -1.57 -1.75  -0.818
O -2.52 -0.91 -0.13  -0.728
H -4.48 0.99 -2.75  0.354
H -3.72 1.25 -1.29  0.302
H -4.41 -0.25 -1.64  0.359
H -2.91 0.67 -4.64  0.462
H -3.27 -1.02 -4.22  0.496
H -1.60 -0.48 -4.38  0.397
H -0.46 2.30 -3.95  0.329
H -2.53 -3.08 -2.64  0.349
C 3.08 2.09 -2.73  -0.836
S 3.31 0.38 -2.23  0.545
C 5.09 0.31 -2.50  -1.104
O 3.11 0.35 -0.75  -0.584
H 3.30 2.20 -3.79  0.469
H 3.73 2.73 -2.14  0.348
H 2.03 2.33 -2.53  -0.020
H 5.31 0.46 -3.56  0.419
H 5.43 -0.68 -2.19  0.355
H 5.57 1.07 -1.89  0.322
C 1.23 2.88 0.53  -1.236
P 0.61 1.35 1.27  1.098
C 1.89 0.85 2.44  -1.197
C -0.87 1.76 2.21  0.836
C -1.61 2.91 1.95  -0.413
C -2.76 3.18 2.67  -0.765
C -3.19 2.30 3.65  -0.490
C -2.47 1.14 3.92  -0.850
C -1.32 0.87 3.20  -0.460
H 0.50 3.26 -0.18  0.302
H 2.15 2.63 0.01  0.170
H 1.42 3.62 1.31  0.518
H 2.13 1.68 3.11  0.453
H 2.77 0.57 1.87  0.318
H 1.55 0.00 3.04  0.349
H -1.31 3.58 1.16  0.251
H -3.33 4.07 2.45  0.426
H -4.09 2.51 4.21  0.404
H -2.80 0.46 4.68  0.428
H -0.75 -0.02 3.43  0.361
F 2.86 -5.69 2.86  -0.258
C 1.55 -5.54 2.66  0.753
F 1.15 -6.52 1.83  -0.236
F 0.92 -5.72 3.83  -0.258
C 1.23 -4.19 2.06  0.446
C 0.04 -3.56 2.35  -1.099
C -0.23 -2.34 1.74  -0.601
N 0.65 -1.77 0.91  0.179
C 1.80 -2.38 0.63  -0.395
C 2.13 -3.60 1.18  -0.834
H -0.68 -4.00 3.02  0.490
H -1.17 -1.82 1.88  0.859
H 2.47 -1.84 -0.04  0.494
H 3.07 -4.07 0.94  0.490

---

[7]
The following is a DFT calculation (the ωB97M-V functional and the def2-TZVPD basis) of a structure of composition C53H49N9O3S3SeZn.

**Orbital gap**: 5.06 eV
**Relative energy (zero: lowest compared OMol25 entry of this formula, charge and spin)**: 0.000 eV
**E**: -8142.5847 hartree

Last column: Mulliken charge in e.
Positions of all 119 atoms, in Å:
Zn -2.08 -0.39 -0.07  2.521
O -4.51 0.77 7.16  -0.613
N -4.68 -0.13 6.33  1.012
O -5.17 -1.22 6.55  -0.624
C -4.23 0.15 4.96  -0.068
C -4.21 1.46 4.62  -0.079
C -3.84 1.90 3.32  1.131
C -3.95 3.26 2.87  -1.073
C -3.60 3.47 1.57  -1.079
C -3.12 2.43 0.71  -0.353
N -3.10 1.17 1.11  0.370
C -3.47 0.91 2.39  -0.140
C -3.57 -0.47 2.69  -1.119
N -3.32 -1.39 1.75  0.126
C -3.23 -2.65 2.01  -0.154
C -3.53 -3.16 3.31  -1.204
C -3.91 -2.29 4.31  -0.969
C -3.90 -0.88 4.03  1.290
H -4.44 2.13 5.43  0.552
H -4.35 4.03 3.49  0.524
H -3.64 4.46 1.13  0.505
H -2.90 2.60 -0.33  0.399
H -3.08 -3.30 1.14  0.595
H -3.47 -4.21 3.42  0.538
H -4.20 -2.61 5.33  0.444
N -0.57 -1.24 0.94  0.375
S 0.68 -0.67 1.46  -0.609
N 1.70 0.22 0.65  0.425
S 2.76 -0.55 -0.29  2.613
N 2.44 -1.80 -0.99  -1.208
S -0.02 1.19 -2.10  2.235
N -1.52 0.96 -1.55  -0.688
C 0.24 0.53 -3.76  0.166
C -0.05 1.15 -4.97  -0.645
C 0.47 0.68 -6.11  -0.929
C 1.21 -0.50 -6.13  -1.055
C 1.48 -1.13 -4.93  -0.633
C 0.93 -0.66 -3.77  0.372
C 0.18 2.95 -2.46  0.528
C 1.28 3.23 -3.30  -0.998
C 1.65 4.55 -3.47  -0.511
C 1.00 5.59 -2.81  -0.875
C -0.05 5.26 -1.96  -0.488
C -0.49 3.93 -1.77  -0.411
C 4.13 -0.71 0.79  0.113
C 4.79 -1.91 0.72  -0.455
C 5.89 -2.13 1.54  -0.799
C 6.28 -1.20 2.46  -0.633
C 5.56 -0.02 2.60  -0.749
C 4.49 0.25 1.72  -0.612
C 3.40 0.85 -1.26  0.446
C 3.72 2.11 -0.76  0.033
C 4.67 2.91 -1.45  -1.306
C 5.10 2.52 -2.70  -0.694
C 4.63 1.31 -3.23  -0.829
C 3.83 0.45 -2.47  -0.731
C 1.54 -1.91 2.45  0.064
C 1.33 -3.27 2.07  -0.631
C 2.01 -4.27 2.71  -0.820
C 2.86 -3.97 3.76  -0.710
C 3.12 -2.63 4.10  -0.912
C 2.46 -1.61 3.44  0.075
C 0.31 0.54 2.74  0.550
C -0.27 0.04 3.90  -0.395
C -0.73 1.00 4.79  -0.940
C -0.62 2.35 4.57  -0.804
C 0.01 2.86 3.41  -0.959
C 0.46 1.93 2.50  -0.189
H -0.60 2.09 -4.93  0.554
H 0.25 1.18 -7.04  0.525
H 1.62 -0.85 -7.03  0.508
H 2.12 -2.03 -5.00  0.418
H 1.13 -1.13 -2.79  -0.110
H 1.83 2.38 -3.74  0.296
H 2.51 4.78 -4.11  0.386
H 1.37 6.60 -2.98  0.389
H -0.57 6.07 -1.38  0.331
H -1.27 3.67 -1.05  0.144
H 4.43 -2.67 0.00  0.442
H 6.48 -3.04 1.32  0.397
H 7.19 -1.40 3.02  0.433
H 5.80 0.73 3.35  0.390
H 3.92 1.10 1.87  0.366
H 3.26 2.47 0.11  0.438
H 5.09 3.76 -1.02  0.597
H 5.83 3.02 -3.27  0.507
H 5.06 0.90 -4.16  0.420
H 3.55 -0.52 -2.84  0.621
H 0.61 -3.39 1.31  0.565
H 1.78 -5.27 2.44  0.547
H 3.22 -4.82 4.34  0.404
H 3.86 -2.34 4.84  0.436
H 2.75 -0.61 3.70  0.594
H -0.47 -1.02 4.05  0.571
H -1.10 0.66 5.74  0.424
H -0.98 3.01 5.28  0.565
H 0.20 3.90 3.21  0.538
H 0.93 2.21 1.55  0.231
Se -3.00 1.65 -2.66  -0.508
C -3.68 -1.34 -4.47  -0.956
N -3.83 -1.89 -3.15  0.186
C -5.10 -1.48 -2.51  -0.854
C -2.84 -2.23 -2.36  0.207
O -2.90 -2.08 -1.08  -1.233
N -1.68 -2.66 -2.92  0.827
C -0.60 -2.89 -2.01  -1.433
C -1.75 -3.62 -4.09  -1.248
H -3.98 -0.27 -4.43  0.318
H -4.24 -1.86 -5.25  0.285
H -2.61 -1.26 -4.71  0.200
H -5.93 -1.54 -3.26  0.308
H -4.94 -0.43 -2.14  0.199
H -5.26 -2.13 -1.69  0.312
H -0.24 -2.03 -1.53  -0.076
H 0.23 -3.32 -2.58  0.650
H -0.87 -3.60 -1.23  0.455
H -2.79 -3.82 -4.29  0.447
H -1.31 -4.58 -3.80  0.439
H -1.25 -3.23 -4.98  0.238

---

[8]
The following is a DFT calculation (the ωB97M-V functional and the def2-TZVPD basis) of the molecule C9H13NO.

**Orbital gap (spin up / spin down)**: 7.18 / 7.49 eV
**Relative energy (zero: lowest compared OMol25 entry of this formula, charge and spin)**: 0.686 eV
**2S+1**: 3
**E**: -480.5212 hartree

Last column: Löwdin spin population.
Positions of all 24 atoms, in Å:
C 2.15 -0.37 1.29  0.103
C 0.99 -1.17 1.96  0.009
C -1.23 0.19 0.79  0.027
C -1.39 -0.68 -0.52  0.052
C 0.15 0.09 1.61  0.072
C -0.19 -0.53 -1.49  0.080
C 1.31 0.78 0.95  0.456
C -0.14 -0.88 -2.87  0.033
C 1.78 2.15 0.73  0.056
N 0.89 -0.08 -0.97  0.884
O 3.31 -0.56 1.21  0.159
H 0.79 -2.22 1.62  0.004
H 1.24 -1.43 2.96  0.001
H -1.33 1.21 0.54  0.000
H -2.11 -0.14 1.43  0.001
H -1.48 -1.69 -0.32  0.001
H -2.27 -0.30 -1.05  0.004
H -0.20 0.50 2.54  0.026
H -1.11 -0.75 -3.37  0.004
H -0.07 -1.98 -3.00  -0.003
H 0.53 -0.32 -3.52  0.001
H 2.14 2.22 -0.26  0.018
H 2.62 2.15 1.34  0.013
H 1.03 2.82 1.07  0.000